Formula: C24H60N4O8
Source: OMol25
Level of theory: wB97M-V/def2-TZVPD

Properties
- Kohn-Sham gap (spin up / spin down): 1.33 / 8.40 eV
- LUMO energy (spin up / spin down): 2.38 / 2.34 eV
- Total charge: -1
- ΔE to the lowest compared entry with this formula, charge and spin: 92.68 kJ/mol
- F_max: 4.160 eV Å⁻¹
- Multiplicity: 2

Last column: Mulliken charge in e.
Positions of all 96 atoms, in Å:
C 1.291 3.309 0.084  -1.28
O 0.677 2.033 0.129  0.21
C 0.365 1.512 1.396  -0.95
C -0.212 0.071 1.406  -0.84
N -1.348 0.065 0.445  0.05
C -2.048 -1.192 0.360  -0.59
C -1.350 -2.343 -0.402  0.41
O -1.712 -2.310 -1.785  -0.04
C -0.918 -1.587 -2.701  -1.09
H 2.360 3.122 0.188  0.24
H 0.934 4.074 0.773  0.36
H 1.126 3.626 -0.946  0.22
H -0.199 2.353 1.799  0.41
H 1.183 1.500 2.116  0.41
H -0.537 -0.434 2.316  0.42
H 0.559 -0.575 0.986  0.36
H -0.904 0.247 -0.444  0.16
H -2.943 -1.109 -0.256  0.28
H -2.256 -1.448 1.399  0.21
H -1.819 -3.250 -0.019  -0.60
H -0.322 -2.488 -0.070  0.44
H -0.148 -2.234 -3.122  0.38
H -0.482 -0.759 -2.141  0.15
H -1.366 -1.259 -3.639  0.24
C -4.702 -7.900 1.391  -0.96
O -3.711 -6.964 1.875  -0.12
C -3.018 -6.227 0.885  -0.42
C -1.981 -5.403 1.603  -1.37
N -2.435 -4.191 2.321  0.11
C -3.562 -4.404 3.276  -0.50
C -4.044 -3.056 3.725  -0.78
O -4.847 -2.311 2.791  -0.22
C -5.501 -1.203 3.379  -0.94
H -5.087 -8.337 2.312  0.26
H -4.368 -8.702 0.732  0.32
H -5.514 -7.495 0.788  0.36
H -3.623 -5.568 0.262  0.27
H -2.489 -6.923 0.234  0.52
H -1.331 -5.011 0.821  0.60
H -1.435 -6.052 2.289  0.32
H -2.708 -3.511 1.626  0.01
H -3.244 -5.015 4.120  0.33
H -4.485 -4.887 2.954  0.18
H -3.216 -2.554 4.226  0.28
H -4.841 -3.199 4.454  0.64
H -4.892 -0.432 3.852  0.29
H -6.275 -1.640 4.008  0.39
H -5.988 -0.668 2.563  0.29
C -4.099 10.578 -2.017  -0.76
O -3.984 9.141 -2.079  -0.26
C -3.307 8.501 -3.123  -0.72
C -3.247 7.016 -2.874  -0.15
N -2.836 6.601 -1.532  -0.26
C -2.519 5.182 -1.492  -0.89
C -1.433 4.606 -2.420  -0.24
O -2.093 4.278 -3.601  0.04
C -1.311 3.601 -4.585  -1.35
H -4.631 10.950 -1.141  0.24
H -4.439 10.941 -2.986  0.26
H -3.049 10.786 -1.813  0.32
H -2.432 9.149 -3.063  0.38
H -3.793 8.669 -4.084  0.25
H -2.635 6.544 -3.642  0.22
H -4.265 6.668 -3.051  0.21
H -3.204 6.962 -0.664  0.26
H -3.400 4.565 -1.669  0.23
H -2.337 5.060 -0.424  0.50
H -1.020 3.723 -1.933  0.27
H -0.620 5.272 -2.711  0.34
H -0.491 4.153 -5.045  0.34
H -2.070 3.273 -5.295  0.33
H -0.920 2.638 -4.256  0.28
C 10.432 -3.873 -0.423  -0.87
O 9.698 -2.827 -1.144  -0.28
C 8.738 -2.195 -0.312  -0.47
C 7.594 -3.062 0.115  -0.97
N 6.429 -2.284 0.311  0.64
C 6.124 -1.707 1.608  -0.49
C 4.600 -1.561 1.811  -1.33
O 4.032 -0.950 0.639  0.06
C 4.320 0.397 0.358  -1.20
H 11.242 -3.696 0.285  0.34
H 10.982 -4.348 -1.235  0.31
H 9.895 -4.604 0.181  0.32
H 8.419 -1.287 -0.825  0.27
H 9.271 -1.867 0.580  0.27
H 7.758 -3.689 0.991  0.31
H 7.446 -3.701 -0.756  0.25
H 5.689 -2.777 -0.168  0.10
H 6.600 -0.739 1.451  0.21
H 6.569 -2.338 2.377  0.48
H 4.320 -0.854 2.592  0.37
H 4.226 -2.558 2.045  0.55
H 3.840 0.711 -0.569  0.36
H 5.361 0.608 0.115  0.33
H 3.915 1.072 1.112  0.18